Computed, not measured: a 2-piece molecular cluster, C2H5ClOS overall, with the ωB97M-V functional and the def2-TZVPD basis.

Geometry as XYZ:
```
10
C2H5ClOS, DFT the ωB97M-V functional and the def2-TZVPD basis
C -1.36222 0.16976 -1.02808
C 1.33098 -0.50874 0.55873
O 0.62243 -1.40820 -0.10178
S -1.09789 1.36461 0.17384
Cl 2.67476 0.44086 -0.52013
H -2.22301 -0.64271 -0.90704
H -0.59810 0.10900 -1.81441
H 2.02873 -0.93549 1.40382
H 0.68942 0.23523 1.10995
H -2.06511 1.17569 1.12510
```

Results
**Electronic energy**: -1012.670762 a.u.
**LUMO level (alpha / beta)**: -1.0 / -2.0 eV
**Highest occupied orbital energy (alpha / beta)**: -9.853 / -8.433 eV

Computed, not measured: a 2-piece molecular cluster, C2H5ClS2 overall, with the ωB97M-V functional and the def2-TZVPD basis.

Geometry as XYZ:
```
10
C2H5ClS2, DFT the ωB97M-V functional and the def2-TZVPD basis
C -0.19991 1.31186 -2.04656
C -0.08521 -0.05987 1.51398
S 1.40719 -0.84432 1.40084
S -1.35732 -0.99166 2.09944
Cl 0.96116 -0.06776 -1.75392
H 0.40956 2.14131 -2.48944
H -0.66570 1.62649 -1.08174
H -1.03108 0.87093 -2.63903
H 1.21249 -1.93809 2.06966
H -0.65118 -2.04888 2.92677
```

Results
**Electronic energy**: -1335.658448 a.u.
**LUMO level**: -0.3 eV
**Highest occupied orbital energy**: -9.395 eV